Molecular formula: C4H17NO3
Method: DFT, ωB97M-V/def2-TZVPD

Last column: Löwdin charge in e.
Element x y z (Å)
O 0.8233 4.9961 -0.0238  -0.06
H -0.7730 -0.4571 -2.0976  0.11
H -0.0785 -0.4934 -0.6754  0.07
H -0.1443 -2.6997 2.2266  0.10
N -0.7063 -0.0488 -1.2452  0.38
H -1.3976 -2.5212 0.9389  0.13
H 4.9393 4.7582 0.9782  0.01
H -0.9559 -0.4097 2.7937  0.14
H 1.3819 -6.3154 -2.6928  0.02
H 0.7035 -5.4712 -3.8366  0.03
H 3.8521 4.8657 -0.2883  0.06
C -2.1052 -0.1582 0.9185  -0.17
O 1.3287 -5.4704 -3.1121  -0.05
O 4.1015 4.9660 0.6545  -0.04
C -2.0390 -0.1241 -0.5546  -0.13
H -2.5723 0.7966 -0.9772  0.19
C -0.7692 -0.6144 1.6751  -0.27
H -2.6689 -0.8905 -0.9882  0.16
H -2.2971 0.7728 1.2882  0.09
H 0.1653 0.1194 1.7244  0.16
C -0.4125 -2.0161 1.3932  -0.12
H -2.9283 -0.7821 1.2604  0.14
H 0.5090 4.1616 -0.3004  -0.01
H 0.2787 -2.0307 0.6181  0.03
H 1.7646 5.0665 0.3222  0.05

- Molecular weight: 127.184 u
- HOMO (alpha / beta): -13.66 / -13.66 eV
- Strongest force on any atom: 6.3 eV/A
- DFT total energy: -12045.0100 eV
- Frontier orbital gap (alpha / beta): 10.26 / 4.49 eV
- Net charge: +1
- Expectation value of S²: 0.75
- 2S+1: 2
- Energy relative to the best compared isomer or geometry (same formula, charge and spin): 2.844 eV


Molecular formula: C3H5NO3
Method: DFT, ωB97M-V/def2-TZVPD

Last column: Löwdin charge in e.
Element x y z (Å)
H -0.9226 1.0900 -0.7278  0.14
O -1.6575 -0.1258 0.8496  -0.04
C 1.7971 0.2738 0.0505  -0.33
H -1.7378 0.7217 1.2248  0.05
O 2.3944 -0.9957 0.2475  -0.01
H -1.1204 -0.7117 -1.0260  0.09
N 1.1333 -1.5471 -0.1475  0.04
C -0.8775 0.0302 -0.3626  -0.18
O 2.4526 1.4152 0.2294  0.11
C 0.5511 -0.1983 -0.1104  -0.16
H 0.9595 -2.2632 0.5807  0.14
H 3.3061 1.3347 0.7339  0.16

- Molecular weight: 103.077 u
- HOMO: -8.39 eV
- Strongest force on any atom: 4.2 eV/A
- DFT total energy: -10820.3520 eV
- Frontier orbital gap: 8.91 eV
- Energy relative to the best compared isomer or geometry (same formula, charge and spin): 5.336 eV


Molecular formula: C24H40N6O2PSeTeV
Method: DFT, ωB97M-V/def2-TZVPD

Last column: Löwdin charge in e.
Element x y z (Å)
H -3.6885 -2.4922 -3.1257  0.10
C -2.6821 -1.0217 -0.5111  -0.21
C -1.9398 1.4605 3.4594  -0.19
O 0.8279 -1.3229 -4.6037  0.02
H -3.7909 -0.3516 2.3991  0.11
N -1.3859 2.5850 -2.2872  -0.04
H 3.9655 -1.6888 3.0074  0.10
H -3.7556 0.9321 4.5217  0.10
H 0.0237 -2.8239 1.8766  0.09
C 0.9269 -0.3978 -3.8046  -0.61
H -1.6404 2.2616 4.1399  0.11
N 1.0924 -1.4334 0.7479  -0.19
C 1.9610 -2.4851 2.7830  -0.18
H -2.5593 -3.6284 -1.3335  0.11
H 1.6457 -1.5889 3.3254  0.10
C 4.5485 1.2681 -2.4358  -0.11
H -0.9341 4.4568 1.7268  0.00
H -2.1327 -2.1167 1.9535  0.10
H -2.3230 0.0583 5.0493  0.11
V 0.2747 1.4622 -1.7956  0.68
H 5.4437 1.7226 -2.0305  0.09
H -2.1870 -1.7939 -3.7333  0.11
C 0.3606 5.7826 -1.3590  -0.45
H 2.5084 -0.3684 -0.3757  0.09
H 3.2644 2.4706 -1.2366  0.05
N -1.0946 -0.3154 2.0005  -0.20
P -0.2796 -0.4973 0.5394  0.58
C 3.4246 -2.3496 2.3255  -0.20
Se -4.1069 3.6333 -1.8354  0.43
C 3.4333 -0.3023 -3.8646  -0.04
C -1.9006 -1.3249 2.6630  -0.23
H 2.5049 0.0537 1.3260  0.12
H -3.4144 -1.7322 -0.1040  0.11
C -3.1748 -0.7086 3.2289  -0.19
C 4.6249 0.2350 -3.4132  -0.11
H 1.1770 6.0009 -2.0445  -0.01
H 4.4749 -1.3375 0.7121  0.11
H -0.0857 1.4716 2.3358  0.08
C 2.2235 0.1618 -3.3814  -0.21
O -0.0955 0.1770 -3.2169  -0.18
N 2.1437 1.1850 -2.4334  -0.09
C 2.4081 -0.7866 0.6247  -0.21
C -2.7321 -2.0558 -2.8250  -0.18
H -2.8104 -0.0864 0.0357  0.10
H -1.1855 2.8766 0.8966  -0.04
H 3.3921 -1.0977 -4.5975  0.11
H -1.3307 -1.7791 3.4928  0.12
H -2.2722 -0.0035 -2.3396  0.07
C 3.5050 -1.8036 0.8932  -0.18
H 3.4111 -2.6185 0.1709  0.11
C -2.9490 -0.7815 -1.9900  -0.17
H -3.9647 -0.3975 -2.1064  0.11
N -1.3181 -1.5261 -0.2622  -0.19
C -1.9219 -3.0951 -2.0478  -0.18
H -0.1598 -3.1924 -0.8092  0.10
H 3.9223 -3.3215 2.3725  0.10
C -0.7052 0.7695 2.8917  -0.22
H 1.8410 -3.3307 3.4646  0.10
H -1.7350 4.3724 0.1277  -0.03
H 5.5795 -0.1159 -3.7804  0.08
C -0.9732 3.9384 0.7726  -0.44
C -2.4677 2.9865 -2.1175  -0.95
H -0.1017 0.3719 3.7262  0.11
C -0.7779 -2.4374 -1.2940  -0.19
H 1.3601 -3.5144 0.9864  0.11
H -1.5096 -3.8421 -2.7286  0.11
N 0.1119 0.8933 -0.0268  -0.32
H -2.4906 1.9147 2.6313  0.11
Te 0.8923 4.0546 -0.2300  1.21
C -2.8417 0.4506 4.1658  -0.21
C 3.3375 1.6973 -1.9915  -0.19
H -0.5419 5.5451 -1.9170  -0.01
H -0.1534 -1.9015 -2.0105  0.10
C 1.0505 -2.6375 1.5715  -0.22
H 0.1962 6.6340 -0.7043  -0.01
H -3.7444 -1.4776 3.7587  0.11

- Molecular weight: 733.102 u
- HOMO (alpha / beta): -2.46 / -5.11 eV
- Strongest force on any atom: 0.5 eV/A
- DFT total energy: -146194.2911 eV
- Frontier orbital gap (alpha / beta): 4.68 / 7.32 eV
- Net charge: -1
- Expectation value of S²: 3.78
- 2S+1: 4
- Energy relative to the best compared isomer or geometry (same formula, charge and spin): 0.092 eV


Molecular formula: C4H12N2O4S
Method: DFT, ωB97M-V/def2-TZVPD

Last column: Löwdin charge in e.
Element x y z (Å)
H -2.4860 2.5682 -0.2485  0.06
H 1.4856 1.8444 0.3359  0.01
H -1.7742 1.2940 0.7423  0.11
O 2.4181 -1.1194 1.1802  -0.28
C -0.6014 1.9462 -0.8573  -0.29
H 3.3054 0.1696 -1.1987  0.12
O 0.5702 2.1816 -0.8412  0.00
H -1.0916 1.5882 -1.7888  0.13
H -0.0078 -1.8990 2.4098  0.10
C -1.5870 2.3049 0.2183  -0.02
H -2.3581 -1.2385 -0.0397  0.14
C -0.2420 -1.7466 0.4395  -0.55
S 1.6440 -0.2122 0.4032  0.61
H -1.6591 -2.9220 -0.2099  0.05
O 2.0091 1.2656 0.9479  -0.18
H -1.2447 -1.7308 -1.4861  0.07
C -1.4548 -1.9295 -0.4520  -0.03
H 1.9369 -0.0796 -1.9522  0.02
N 2.3348 -0.2423 -1.1049  -0.05
O -0.6739 -2.1447 1.7414  -0.04
H 0.5818 -2.3928 0.2302  0.12
N 0.1617 -0.3662 0.5021  -0.15
H -1.2670 2.8610 1.0285  0.06

- Molecular weight: 184.217 u
- HOMO: -9.59 eV
- Strongest force on any atom: 4.3 eV/A
- DFT total energy: -26345.1788 eV
- Frontier orbital gap: 10.09 eV
- Energy relative to the best compared isomer or geometry (same formula, charge and spin): 0.832 eV


Molecular formula: C6H7Cl2ErNO4Pr
Method: DFT, ωB97M-V/def2-TZVPD

Last column: Löwdin charge in e.
Element x y z (Å)
C -0.4959 -0.2286 -8.6120  -0.14
C -0.4671 1.2519 4.9757  0.03
H -1.5571 1.3373 4.9642  0.12
H -0.1705 0.4043 5.5982  0.12
Cl -0.9400 1.6186 -6.3724  0.26
H 1.0658 2.8983 3.9446  0.11
C 0.4013 -2.6262 -7.9908  -0.01
C -0.3003 0.0939 2.8612  -0.19
O 0.1206 -0.0372 1.6463  -0.25
Cl 1.8796 -2.6975 -0.2345  0.06
C 0.9435 2.1729 3.1344  0.03
O -0.6901 -0.2919 -9.7452  0.30
N 0.0532 1.1050 3.6188  -0.11
Er 0.0550 -1.1352 -0.1391  1.35
O -1.0298 -3.2279 2.3573  0.24
Pr 0.0683 -0.6856 -6.3866  1.32
H -0.9912 -0.6636 3.2551  0.16
H 0.4968 2.6944 2.2625  0.12
H 1.9427 1.7665 2.8790  0.13
O 0.4955 -3.3645 -8.8589  0.28
H -0.0507 2.1652 5.4092  0.11
C -0.8298 -2.5503 1.4331  -0.04

- Molecular weight: 536.199 u
- HOMO (alpha / beta): -21.36 / -21.37 eV
- Strongest force on any atom: 8.0 eV/A
- DFT total energy: -82706.5431 eV
- Frontier orbital gap (alpha / beta): 5.82 / 6.47 eV
- Net charge: +4
- Expectation value of S²: 8.76
- 2S+1: 6


Molecular formula: C3H8Br2N2
Method: DFT, ωB97M-V/def2-TZVPD

Last column: Löwdin charge in e.
Element x y z (Å)
H 0.8762 2.7206 -1.0910  0.07
Br -4.1214 -1.2142 2.0230  0.33
H 0.3765 0.8676 -1.5255  0.10
H -0.0857 -2.4319 0.2643  0.08
H 1.9366 1.6267 -1.9056  0.05
H -0.8364 -0.9692 1.2429  0.05
C 1.1279 1.6779 -1.2106  -0.12
C -0.7744 -1.5301 0.2788  -0.23
N 1.5228 1.1519 0.0658  -0.15
Br 2.4321 -0.3455 2.0038  0.69
H -5.1384 -1.0791 1.0484  -0.29
N -1.3348 -1.0521 -0.6789  0.00
H 3.3945 0.2988 -0.3295  0.09
C 2.5353 0.4855 0.3584  -0.73
H -1.9108 -0.2068 -0.5444  0.05

- Molecular weight: 231.919 u
- HOMO: -9.51 eV
- Strongest force on any atom: 5.1 eV/A
- DFT total energy: -146303.5431 eV
- Frontier orbital gap: 10.22 eV
- Energy relative to the best compared isomer or geometry (same formula, charge and spin): 0.255 eV